[1]
A structure of composition C29H43F6N4O6S3Si4TeZn. Source: the OMol25 dataset; level of theory: the ωB97M-V functional and the def2-TZVPD basis.

## Properties
net charge	-1
lowest unoccupied orbital energy	0.0782	hartree
frontier orbital gap	0.2572	hartree
multiplicity	1
energy above the lowest of the compared OMol25 structures with the same formula, charge and spin	0.000	eV
total energy	-185055.9937	eV

Last column: natural (NBO) charge in e.
CARTESIAN COORDINATES (ANGSTROEM)
Zn  -0.89  0.17  1.16  1.52
F  -2.26  -0.49  6.25  -0.32
C  -2.11  -1.26  5.16  0.72
F  -2.87  -2.34  5.31  -0.32
F  -0.84  -1.63  5.09  -0.30
S  -2.62  -0.29  3.68  2.29
O  -1.57  0.69  3.55  -0.95
O  -3.97  0.11  3.97  -0.94
N  -2.44  -1.46  2.64  -1.30
S  -3.32  -2.10  1.49  2.29
O  -2.45  -2.77  0.56  -0.94
O  -4.39  -1.29  0.98  -0.93
C  -4.16  -3.46  2.38  0.71
F  -4.99  -4.09  1.53  -0.32
F  -4.88  -2.99  3.40  -0.31
F  -3.29  -4.35  2.85  -0.31
O  -1.62  -0.10  -0.75  -1.08
S  -2.91  0.42  -1.36  1.32
C  -2.26  1.55  -2.61  -0.63
C  -3.29  2.05  -3.58  -0.06
C  -4.57  2.40  -3.17  -0.17
C  -5.51  2.84  -4.09  -0.22
C  -5.18  2.95  -5.43  -0.22
C  -3.90  2.62  -5.85  -0.21
C  -2.96  2.16  -4.93  -0.20
C  -3.48  -0.94  -2.41  -0.64
C  -2.39  -1.61  -3.19  0.03
C  -1.52  -2.50  -2.57  -0.21
C  -0.52  -3.12  -3.30  -0.19
C  -0.37  -2.86  -4.65  -0.22
C  -1.23  -1.97  -5.28  -0.23
C  -2.24  -1.35  -4.55  -0.24
H  -1.43  1.03  -3.09  0.25
H  -1.84  2.37  -2.01  0.26
H  -4.84  2.32  -2.12  0.22
H  -6.50  3.11  -3.75  0.21
H  -5.91  3.30  -6.15  0.21
H  -3.63  2.70  -6.90  0.21
H  -1.97  1.89  -5.26  0.22
H  -4.26  -0.52  -3.05  0.24
H  -3.93  -1.62  -1.68  0.27
H  -1.63  -2.69  -1.51  0.26
H  0.14  -3.82  -2.80  0.22
H  0.43  -3.34  -5.21  0.21
H  -1.12  -1.76  -6.34  0.21
H  -2.92  -0.67  -5.05  0.21
C  4.99  0.32  -1.55  -1.11
Si  3.22  0.51  -0.91  1.29
C  2.83  2.34  -0.97  -1.12
C  2.06  -0.35  -2.10  -1.12
Si  3.03  -0.42  1.23  -0.21
Te  0.85  -1.57  1.61  -0.66
Si  4.47  -2.25  1.37  1.29
C  4.17  -3.36  -0.12  -1.11
C  4.10  -3.26  2.91  -1.11
C  6.30  -1.79  1.41  -1.11
Si  3.55  1.13  2.89  1.28
C  3.46  0.30  4.57  -1.11
C  2.41  2.61  2.93  -1.11
C  5.30  1.78  2.64  -1.10
H  5.09  0.78  -2.54  0.23
H  5.28  -0.73  -1.62  0.23
H  5.70  0.81  -0.88  0.23
H  2.91  2.71  -2.00  0.22
H  3.52  2.92  -0.35  0.23
H  1.82  2.53  -0.61  0.26
H  2.08  0.13  -3.08  0.22
H  1.04  -0.32  -1.72  0.26
H  2.32  -1.40  -2.22  0.24
H  3.10  -3.54  -0.23  0.25
H  4.67  -4.32  -0.02  0.23
H  4.52  -2.89  -1.05  0.23
H  3.03  -3.46  2.97  0.25
H  4.38  -2.72  3.81  0.23
H  4.63  -4.22  2.90  0.23
H  6.56  -1.14  0.57  0.23
H  6.92  -2.68  1.36  0.23
H  6.54  -1.25  2.33  0.23
H  2.56  -0.32  4.63  0.25
H  3.41  1.04  5.37  0.23
H  4.31  -0.35  4.75  0.22
H  1.43  2.34  3.34  0.25
H  2.23  3.02  1.94  0.24
H  2.84  3.40  3.56  0.23
H  6.02  0.97  2.51  0.23
H  5.60  2.37  3.51  0.23
H  5.36  2.42  1.76  0.23
N  -4.38  2.66  2.23  -0.81
C  -3.18  2.36  1.67  0.71
O  -2.94  1.17  1.35  -0.80
C  -2.23  3.40  1.44  -0.60
C  -1.03  2.88  0.94  0.43
N  -0.16  2.22  0.58  -0.58
C  -2.41  4.73  1.88  0.32
N  -2.58  5.80  2.27  -0.40
H  -4.46  3.53  2.72  0.40
H  -4.84  1.86  2.65  0.42



[2]
A cluster of 2 separate species, C4H6ClNO in total. Source: the OMol25 dataset; level of theory: the ωB97M-V functional and the def2-TZVPD basis.

## Properties
lowest unoccupied orbital energy	0.0246	hartree
frontier orbital gap	0.3283	hartree
multiplicity	1
energy above the lowest of the compared OMol25 structures with the same formula, charge and spin	3.978	eV
structure (SMILES)	N=C=CO.C=CCl
total energy	-20301.9004	eV

Last column: natural (NBO) charge in e.
CARTESIAN COORDINATES (ANGSTROEM)
C  1.46  -1.04  1.38  0.33
C  -1.32  1.24  -0.43  -0.41
C  1.43  0.16  0.83  -0.12
C  -1.95  0.52  -1.36  -0.23
N  1.45  -2.10  1.93  -0.59
O  1.66  0.36  -0.51  -0.69
Cl  -1.57  -1.14  -1.63  -0.04
H  -1.50  2.32  -0.34  0.21
H  -0.44  0.80  0.17  0.23
H  0.61  -2.67  2.02  0.38
H  1.23  1.14  1.18  0.22
H  -2.66  0.85  -2.18  0.22
H  1.60  -0.43  -1.04  0.48



[3]
An isolated molecule of C5H6O. Source: the OMol25 dataset; level of theory: the ωB97M-V functional and the def2-TZVPD basis.

## Properties
lowest unoccupied orbital energy	0.0387	hartree
frontier orbital gap	0.3196	hartree
multiplicity	1
energy above the lowest of the compared OMol25 structures with the same formula, charge and spin	5.164	eV
total energy	-7324.1205	eV

Last column: natural (NBO) charge in e.
CARTESIAN COORDINATES (ANGSTROEM)
C  1.37  0.11  -0.43  -0.41
C  0.28  -0.77  -0.01  -0.15
C  0.51  0.59  0.70  -0.35
C  -0.94  0.61  0.32  0.16
O  -1.27  0.96  -0.95  -0.45
C  -1.09  -0.46  -0.82  -0.12
H  1.27  0.56  -1.42  0.23
H  2.38  -0.19  -0.14  0.23
H  0.30  -1.67  0.59  0.24
H  0.86  0.79  1.71  0.23
H  -1.64  0.44  1.12  0.20
H  -2.02  -0.99  -0.67  0.19



[4]
A cluster of 10 separate species, C36H86N10O8 in total. Source: the OMol25 dataset; level of theory: the ωB97M-V functional and the def2-TZVPD basis.

## Properties
lowest unoccupied orbital energy	-0.0040	hartree
frontier orbital gap	0.2786	hartree
multiplicity	1
energy above the lowest of the compared OMol25 structures with the same formula, charge and spin	0.000	eV
structure (SMILES)	CCN(CC)CC.CCN(CC)CC.CNC(C)=O.CNC(C)=O.CNC(C)=O.CNC(C)=O.CNC(C)=O.CNC(C)=O.CNC(C)=O.CNC(C)=O
total energy	-70011.0478	eV

Last column: Löwdin charge in e.
CARTESIAN COORDINATES (ANGSTROEM)
C  -4.13  0.05  -4.35  -0.07
C  -2.62  -0.03  -4.29  -0.25
N  -2.03  1.31  -4.47  -0.20
C  -0.98  1.36  -5.46  -0.25
C  0.24  0.44  -5.26  -0.08
C  -1.74  1.96  -3.21  -0.26
C  -1.50  3.47  -3.38  -0.08
H  -4.46  0.50  -5.29  0.08
H  -4.46  0.73  -3.56  0.05
H  -4.67  -0.88  -4.17  0.07
H  -2.33  -0.40  -3.30  0.10
H  -2.18  -0.71  -5.02  0.11
H  -1.44  1.15  -6.44  0.11
H  -0.65  2.39  -5.57  0.09
H  0.09  -0.28  -4.45  0.07
H  0.39  -0.24  -6.11  0.07
H  1.14  1.00  -5.04  0.05
H  -0.88  1.51  -2.70  0.10
H  -2.63  1.91  -2.58  0.11
H  -1.44  3.95  -2.41  0.06
H  -2.26  3.86  -4.05  0.08
H  -0.56  3.65  -3.91  0.04
C  8.26  -2.42  0.94  -0.10
C  6.77  -2.10  0.99  -0.25
N  6.46  -0.94  1.83  -0.18
C  7.11  0.27  1.40  -0.26
C  6.62  0.90  0.09  -0.08
C  5.02  -0.88  1.98  -0.28
C  4.53  0.32  2.77  -0.09
H  8.46  -3.36  0.41  0.07
H  8.71  -2.50  1.93  0.08
H  8.83  -1.66  0.39  0.06
H  6.42  -1.92  -0.03  0.09
H  6.31  -2.98  1.44  0.11
H  6.99  1.05  2.16  0.10
H  8.19  0.15  1.38  0.10
H  6.93  1.94  -0.06  0.07
H  6.91  0.34  -0.80  0.06
H  5.52  0.90  0.03  0.05
H  4.69  -1.80  2.47  0.12
H  4.51  -0.82  0.99  0.09
H  5.08  0.31  3.72  0.08
H  3.47  0.27  2.99  0.05
H  4.82  1.25  2.29  0.06
C  -2.04  -0.50  1.10  0.02
C  -0.82  -0.70  0.24  -0.55
O  -0.88  -0.70  -0.98  0.03
N  0.32  -0.97  0.93  0.01
C  1.58  -1.25  0.31  -0.07
H  -2.88  -0.18  0.49  0.07
H  -1.85  0.17  1.94  0.06
H  -2.29  -1.48  1.51  0.07
H  0.33  -0.76  1.92  0.07
H  2.35  -0.56  0.67  0.06
H  1.53  -1.14  -0.78  0.07
H  1.88  -2.28  0.51  0.09
C  2.81  4.02  -3.80  0.01
C  3.79  2.89  -3.98  -0.55
O  4.60  2.91  -4.90  0.02
N  3.71  1.81  -3.15  0.02
C  2.96  1.72  -1.91  -0.08
H  2.54  4.17  -2.76  0.07
H  1.88  3.73  -4.30  0.07
H  3.24  4.90  -4.25  0.09
H  4.47  1.16  -3.26  0.12
H  3.07  0.71  -1.52  0.06
H  1.90  1.92  -2.08  0.08
H  3.26  2.43  -1.14  0.08
C  -4.10  2.62  3.08  0.01
C  -3.07  2.79  1.99  -0.55
O  -3.41  3.09  0.87  0.04
N  -1.78  2.62  2.39  0.00
C  -0.62  2.99  1.63  -0.06
H  -4.70  3.50  3.26  0.09
H  -3.73  2.17  4.00  0.06
H  -4.83  1.89  2.71  0.08
H  -1.72  2.43  3.37  0.07
H  0.07  2.14  1.53  0.07
H  -0.09  3.80  2.14  0.09
H  -0.90  3.34  0.64  0.08
C  -7.31  -1.22  1.95  0.00
C  -6.66  -0.54  3.12  -0.56
O  -7.15  0.44  3.66  0.03
N  -5.47  -1.09  3.49  0.01
C  -4.58  -0.51  4.45  -0.10
H  -7.58  -0.48  1.19  0.07
H  -8.18  -1.78  2.28  0.09
H  -6.66  -1.91  1.41  0.08
H  -5.21  -1.99  3.11  0.08
H  -4.35  -1.21  5.27  0.08
H  -5.06  0.33  4.95  0.08
H  -3.61  -0.25  4.03  0.06
C  -2.91  -4.32  4.77  0.01
C  -3.26  -4.25  3.30  -0.52
O  -4.12  -3.50  2.87  0.02
N  -2.50  -5.01  2.47  0.02
C  -2.63  -4.93  1.03  -0.07
H  -3.82  -4.49  5.33  0.09
H  -2.41  -3.41  5.08  0.08
H  -2.26  -5.19  4.95  0.07
H  -1.75  -5.58  2.80  0.13
H  -1.69  -5.18  0.53  0.09
H  -2.82  -3.91  0.71  0.08
H  -3.37  -5.60  0.60  0.09
C  6.89  -2.87  -3.38  0.00
C  5.56  -2.19  -3.15  -0.55
O  5.28  -1.71  -2.06  0.02
N  4.68  -2.24  -4.17  0.01
C  3.40  -1.55  -4.21  -0.06
H  7.66  -2.42  -2.76  0.08
H  7.23  -2.79  -4.42  0.08
H  6.77  -3.93  -3.16  0.09
H  4.94  -2.74  -5.00  0.13
H  3.49  -0.58  -4.71  0.08
H  2.85  -1.41  -3.28  0.07
H  2.80  -2.18  -4.87  0.09
C  1.52  -2.04  5.61  0.01
C  0.87  -0.92  4.85  -0.52
O  1.07  -0.78  3.64  0.01
N  0.25  0.02  5.59  0.02
C  -0.10  1.35  5.07  -0.03
H  1.92  -2.77  4.91  0.08
H  0.79  -2.63  6.18  0.08
H  2.25  -1.65  6.32  0.09
H  0.20  -0.13  6.58  0.13
H  0.61  1.51  4.26  0.09
H  -0.08  2.05  5.90  0.09
H  -1.12  1.30  4.69  0.06
C  -6.25  3.82  -3.24  0.00
C  -6.45  2.46  -2.63  -0.57
O  -7.25  1.66  -3.09  0.03
N  -5.72  2.22  -1.51  0.01
C  -5.79  0.99  -0.77  -0.08
H  -7.20  4.23  -3.59  0.08
H  -5.63  3.79  -4.14  0.08
H  -5.86  4.54  -2.51  0.08
H  -4.90  2.78  -1.34  0.11
H  -6.09  0.15  -1.39  0.09
H  -6.47  1.04  0.09  0.07
H  -4.80  0.72  -0.39  0.06



[5]
A cluster of 2 separate species, CH4Cl2N2OS2 in total. Source: the OMol25 dataset; level of theory: the ωB97M-V functional and the def2-TZVPD basis.

## Properties
lowest unoccupied orbital energy	-0.0256	hartree
frontier orbital gap	0.3476	hartree
multiplicity	1
energy above the lowest of the compared OMol25 structures with the same formula, charge and spin	2.476	eV
total energy	-52840.5197	eV

Last column: natural (NBO) charge in e.
CARTESIAN COORDINATES (ANGSTROEM)
C  -1.02  0.04  0.36  -0.04
N  -0.87  -0.18  1.55  -0.58
N  3.79  0.77  -0.15  -0.64
O  4.47  -1.45  1.01  -0.90
S  3.94  -1.62  -1.87  -0.21
S  3.43  -1.00  0.17  1.36
Cl  3.51  1.57  1.43  0.11
Cl  5.43  0.90  -0.69  0.15
H  -1.25  -0.76  -0.30  0.15
H  2.72  -1.80  -2.28  0.13
H  -0.93  1.03  -0.10  0.14
H  -0.48  0.69  2.05  0.33